Entry from the Open Molecules 2025 dataset: a 2-piece molecular cluster, C9H14O3 overall (the ωB97M-V functional and the def2-TZVPD basis).

Results
energy relative to the best compared isomer or geometry (same formula, charge and spin)	23.6	kcal/mol
LUMO energy	0.7	eV
molecular weight	170.2	u
F_max	1.72	eV/Å
total charge	0
structure (SMILES)	O=C1CC=CO1.COC1CCC1
HOMO energy	-9.309	eV

Last column: natural (NBO) charge in e.
CARTESIAN COORDINATES (ANGSTROEM)
O -0.97731 1.62439 -0.58555  -0.551
C -1.77815 1.20292 0.19328  0.798
C -2.18415 1.80062 1.52211  -0.568
C -2.93658 0.70088 2.14373  -0.273
C -3.02095 -0.29572 1.25098  0.119
O -2.43446 0.03305 0.04764  -0.481
H -1.23381 2.03115 2.07092  0.255
H -2.75577 2.72049 1.37879  0.256
H -3.38918 0.80219 3.12392  0.233
H -3.47392 -1.26789 1.27327  0.216
C 0.14364 -1.46725 -0.26508  -0.259
O 1.38240 -2.16696 -0.40052  -0.524
C 2.44721 -1.31210 -0.69512  0.103
C 2.45060 -0.43137 -1.93900  -0.439
C 3.29418 0.55542 -1.13726  -0.400
C 2.75002 -0.06563 0.12510  -0.437
H 0.15724 -0.87073 0.64815  0.159
H -0.63447 -2.23819 -0.23314  0.192
H 0.00916 -0.81827 -1.13826  0.185
H 3.37768 -1.90192 -0.66781  0.182
H 2.91483 -0.89381 -2.83629  0.205
H 1.48814 0.03742 -2.18471  0.215
H 3.08487 1.64139 -1.24916  0.209
H 4.37096 0.36015 -1.24455  0.197
H 3.48921 -0.13975 0.93992  0.202
H 1.83502 0.48716 0.43399  0.205

Entry from the Open Molecules 2025 dataset: a 2-piece molecular cluster, C9H14OS overall (the ωB97M-V functional and the def2-TZVPD basis).

Results
energy relative to the best compared isomer or geometry (same formula, charge and spin)	46.1	kcal/mol
LUMO energy	0.7	eV
molecular weight	170.3	u
F_max	5.14	eV/Å
total charge	0
structure (SMILES)	Cc1ccc(O)cc1.CCS
HOMO energy	-8.526	eV

Last column: natural (NBO) charge in e.
CARTESIAN COORDINATES (ANGSTROEM)
C 2.55003 0.63797 -0.17889  -0.636
C 1.39617 -0.25559 -0.53355  -0.066
C 1.02488 -1.07151 0.64074  -0.181
C -0.02662 -1.96036 0.44367  -0.278
C -0.47626 -2.13779 -0.87290  0.279
O -1.50478 -3.03742 -1.10887  -0.691
C 0.04756 -1.58241 -2.03852  -0.236
C 0.99277 -0.45936 -1.80167  -0.191
H 2.29195 1.70865 -0.38282  0.215
H 3.46647 0.60569 -0.88191  0.222
H 2.77584 0.54574 0.92848  0.216
H 1.59423 -1.01626 1.55160  0.216
H -0.46054 -2.49375 1.21876  0.220
H -2.15256 -2.99058 -0.44437  0.476
H 0.08908 -1.94570 -3.02346  0.231
H 1.36308 0.16195 -2.54544  0.212
C -1.16202 2.52245 0.55040  -0.605
C -1.65380 1.08834 0.84722  -0.616
S -2.33154 1.09589 2.39252  0.017
H -0.54504 2.95249 1.31695  0.204
H -2.11881 3.18758 0.53034  0.207
H -0.50229 2.52601 -0.32433  0.206
H -2.44771 1.00853 0.11822  0.219
H -0.88821 0.34593 0.56035  0.251
H -1.32189 0.56351 3.03749  0.109

Entry from the Open Molecules 2025 dataset: a 2-piece molecular cluster, C9H14S overall (the ωB97M-V functional and the def2-TZVPD basis).

Results
energy relative to the best compared isomer or geometry (same formula, charge and spin)	7.0	kcal/mol
LUMO energy	0.8	eV
molecular weight	154.3	u
F_max	1.25	eV/Å
total charge	0
structure (SMILES)	Cc1ccccc1.CCS
HOMO energy	-8.909	eV

Last column: natural (NBO) charge in e.
CARTESIAN COORDINATES (ANGSTROEM)
C 3.00421 -1.35248 -0.83845  -0.633
C 2.35066 -0.39313 0.10117  -0.021
C 2.00283 -0.74627 1.40009  -0.208
C 1.33555 0.15673 2.21951  -0.206
C 1.08094 1.44838 1.79360  -0.228
C 1.40371 1.79495 0.48409  -0.198
C 2.05226 0.89380 -0.33742  -0.215
H 4.04815 -1.07030 -1.03694  0.220
H 2.52155 -1.38015 -1.81515  0.220
H 3.09811 -2.38207 -0.49132  0.217
H 2.35327 -1.69048 1.79207  0.207
H 1.16216 -0.12264 3.24954  0.210
H 0.44436 2.08467 2.39114  0.215
H 1.27702 2.81294 0.13441  0.213
H 2.29218 1.16535 -1.36347  0.208
C -3.07996 -0.48948 0.12404  -0.627
C -3.58942 -0.32429 -1.29388  -0.496
S -3.89760 1.44774 -1.67959  -0.074
H -2.75456 -1.52415 0.27481  0.214
H -3.92895 -0.48177 0.80647  0.209
H -2.29715 0.19487 0.42470  0.225
H -2.93879 -0.72790 -2.06973  0.217
H -4.56789 -0.78548 -1.36006  0.209
H -3.37265 1.47117 -2.90964  0.123

Entry from the Open Molecules 2025 dataset: a 2-piece molecular cluster, C9H14Si overall (the ωB97M-V functional and the def2-TZVPD basis).

Results
energy relative to the best compared isomer or geometry (same formula, charge and spin)	112.0	kcal/mol
LUMO energy	-0.6	eV
molecular weight	150.3	u
F_max	0.61	eV/Å
total charge	0
HOMO energy	-8.146	eV

Last column: natural (NBO) charge in e.
CARTESIAN COORDINATES (ANGSTROEM)
C -0.99806 -3.48918 0.87495  -0.361
C 2.32604 2.41589 -3.09665  -0.365
C 2.18423 -0.39758 -0.75186  -0.373
C -2.88847 0.93754 2.13202  -0.412
C -1.83109 -2.56214 1.32968  -0.731
C 2.46763 1.69110 -1.99162  -0.222
C 2.06089 0.30915 -1.87029  -0.222
C -2.01567 0.28518 1.37554  -0.479
C -0.57117 0.68472 1.31520  -0.656
Si -2.56612 -1.16659 0.26467  1.019
H -0.60810 -4.28401 1.49500  0.193
H -0.64856 -3.48605 -0.14643  0.182
H 2.63506 3.44619 -3.13958  0.200
H 1.89830 2.00638 -3.99631  0.190
H 1.85863 -1.42172 -0.68096  0.200
H 2.61758 0.02984 0.13812  0.191
H -3.92771 0.65141 2.16807  0.185
H -2.60862 1.77107 2.76015  0.189
H -2.15333 -2.63205 2.36804  0.217
H 2.89997 2.13784 -1.10410  0.200
H 1.62411 -0.14063 -2.75262  0.201
H -0.37506 1.56751 1.92433  0.214
H -0.27414 0.89081 0.28270  0.222
H 0.05388 -0.13589 1.67310  0.220

Entry from the Open Molecules 2025 dataset: the molecule C9H14Si (the ωB97M-V functional and the def2-TZVPD basis).

Results
multiplicity	3
energy relative to the best compared isomer or geometry (same formula, charge and spin)	30.6	kcal/mol
LUMO energy (spin up / spin down)	0.8 / -0.9	eV
molecular weight	150.3	u
F_max	5.15	eV/Å
total charge	0
HOMO energy (spin up / spin down)	-6.482 / -9.244	eV

Last column: natural (NBO) charge in e.
CARTESIAN COORDINATES (ANGSTROEM)
C -2.37935 -0.38883 -0.36412  -0.309
C -2.64739 0.81173 0.02073  0.188
C 0.03195 1.15397 0.34668  -0.296
C 0.06244 0.03631 -0.38880  -0.452
C -1.01727 -0.84988 -0.92700  -0.290
C -3.21623 1.74385 0.97505  -0.724
C -0.98506 -2.31575 -0.33618  -0.582
C 2.96085 -0.32534 1.39340  -1.080
C 3.03920 1.06763 -1.34019  -1.094
Si 1.84012 0.56894 0.09824  1.474
H -2.98602 -1.21877 -0.42122  0.191
H -0.90294 -1.00168 -1.95806  0.221
H -2.77282 1.63531 2.03499  0.246
H -4.35828 1.73147 1.04668  0.222
H -3.09804 2.70062 0.58481  0.233
H 0.04906 -2.86598 -0.45458  0.207
H -1.63828 -2.77275 -0.96036  0.199
H -1.25824 -2.14773 0.75356  0.218
H 2.27533 -0.62298 2.22178  0.249
H 3.61060 -0.99028 0.86218  0.243
H 3.60429 0.35097 1.76211  0.229
H 3.59672 0.27948 -1.63359  0.224
H 2.50941 1.45836 -2.23542  0.244
H 3.67996 1.96130 -1.08070  0.241

Entry from the Open Molecules 2025 dataset: C9H15BBrF6NO8S3 as an isolated structure (the ωB97M-V functional and the def2-TZVPD basis).

Results
LUMO energy	-1.6	eV
molecular weight	566.1	u
F_max	1.05	eV/Å
total charge	0
HOMO energy	-8.288	eV

Last column: natural (NBO) charge in e.
CARTESIAN COORDINATES (ANGSTROEM)
C 2.04523 -1.78334 0.03243  -0.660
C 1.01371 -0.93310 -0.69884  -0.077
O -0.30009 -1.04594 -0.05205  -0.735
B -1.37190 -0.89164 -0.81272  1.071
O -2.12688 0.19966 -1.00973  -0.876
S -1.89999 -2.41683 -1.87549  0.530
C -3.67001 -2.82392 -1.64514  -0.494
C -4.50579 -1.77426 -0.92432  -0.458
C -4.32013 -1.78710 0.60065  -0.463
Br -5.94050 -2.23714 1.53279  0.044
C -0.95589 -3.81150 -1.19371  -0.639
C -1.35355 -4.19993 0.23416  0.760
O -0.89386 -3.68698 1.19597  -0.491
O -2.27164 -5.18983 0.33688  -0.655
H 1.56748 -2.27356 0.88067  0.241
H 2.83158 -1.14496 0.43100  0.258
H 2.50997 -2.52416 -0.61744  0.209
H 1.30193 0.11446 -0.67871  0.259
H 0.93590 -1.20970 -1.75748  0.158
H -2.15142 0.75508 -0.21637  0.537
H -3.72556 -3.77374 -1.11578  0.239
H -4.05207 -2.97762 -2.65287  0.257
H -4.34054 -0.78023 -1.33447  0.251
H -5.54050 -2.02522 -1.16187  0.254
H -3.98344 -0.82177 0.96665  0.229
H -3.57477 -2.52441 0.90185  0.217
H 0.08484 -3.49415 -1.22399  0.296
H -1.11346 -4.62692 -1.90018  0.249
H -2.51303 -5.56588 -0.51597  0.485
C 5.16196 5.20602 2.37584  0.716
F 6.48330 5.31117 2.53460  -0.317
F 4.66337 4.54697 3.42365  -0.317
F 4.63873 6.43149 2.36501  -0.314
S 4.82345 4.31435 0.79754  2.249
O 5.39383 3.00850 0.97478  -0.936
O 5.37011 5.14733 -0.23287  -0.925
N 3.24060 4.35319 0.90974  -1.240
S 2.33327 3.71504 -0.19365  2.263
O 2.37021 2.27410 -0.24602  -0.984
O 2.27988 4.40407 -1.45057  -0.928
C 0.71272 4.07868 0.61071  0.709
F 0.50781 5.38245 0.75816  -0.308
F 0.61103 3.49752 1.80953  -0.321
F -0.27591 3.58377 -0.16240  -0.342